[1]
This record from the Open Molecules 2025 dataset describes a structure of composition C15H12Br2I2N3O4RhSe. The level of theory is ωB97M-V/def2-TZVPD.

Properties
M   893.8 g/mol
Energy above the lowest of the compared OMol25 structures with the same formula, charge and spin   15.34 kJ/mol
Largest force on an atom   0.8 eV/A
E_LUMO   -8.44 eV

ORCA input file:
```
! wB97M-V def2-TZVPD RIJCOSX def2/J DEFGRID3
* xyz 2 1
C -3.368 -3.107 2.110
O 5.382 0.603 -2.770
H -3.832 2.970 -2.102
H 5.360 -0.029 -4.740
C 5.428 -0.455 -3.740
C 2.657 0.725 -0.350
H 0.967 1.295 4.913
C 4.287 0.401 -2.020
H -0.369 0.371 5.701
C -3.545 0.280 0.057
H 4.356 2.042 -0.642
C -1.636 1.601 0.110
C 1.992 -0.421 -0.782
C -4.123 1.176 -0.922
O 0.344 -0.115 0.881
Se -5.801 -0.606 -0.503
C 3.624 -0.750 -2.454
C -2.160 2.505 -0.839
N -4.290 -0.737 0.414
N -2.279 0.536 0.561
I -3.279 -1.463 3.473
H 1.963 -2.079 -2.191
I -1.740 -2.761 0.752
Br -1.180 1.537 3.635
H -1.546 3.344 -1.129
C -3.395 2.307 -1.368
H -3.249 -4.034 2.661
H 6.348 -1.024 -3.609
C 3.826 1.159 -0.969
H -4.312 -3.041 1.588
C 0.760 -0.863 -0.114
O 0.164 -1.883 -0.492
C 2.478 -1.189 -1.860
N -5.334 0.849 -1.337
Rh -1.285 -0.537 1.911
H -0.644 1.762 0.504
C 0.128 0.625 4.773
O 4.299 -1.296 -3.493
Br 0.737 -0.976 3.892
H 2.266 1.280 0.491
*
```

=====

[2]
This record from the Open Molecules 2025 dataset describes a structure of composition C15H12GaI2LaN2O10S at a distorted geometry. The level of theory is ωB97M-V/def2-TZVPD.

Properties
M   874.8 g/mol
Energy above the lowest of the compared OMol25 structures with the same formula, charge and spin   0.00 kJ/mol
Largest force on an atom   6.6 eV/A
E_LUMO (alpha / beta)   -16.67 / -17.29 eV

ORCA input file:
```
! wB97M-V def2-TZVPD RIJCOSX def2/J DEFGRID3
* xyz 4 1
C 1.205 1.033 -5.073
C 1.030 -1.047 3.899
C -0.303 1.181 4.938
I 2.764 -2.087 -1.271
C -1.386 -2.918 -2.674
C 0.318 -0.039 -4.457
O -1.691 2.996 4.625
H -0.620 1.758 2.874
O 2.326 -2.675 5.631
Ga 0.108 -1.866 -1.507
H 1.099 1.009 -6.167
S 0.519 0.165 -2.607
H 0.208 0.397 6.900
O 1.625 -1.542 7.395
I 3.742 1.187 -1.152
H -1.773 -0.611 -4.306
H 1.537 -1.930 3.514
H 0.685 -1.475 -5.981
O 0.397 0.599 0.753
H 0.145 -2.208 -4.447
H -1.320 0.212 -5.827
C 0.765 -1.422 -4.889
C -1.309 -1.336 -0.147
H 1.804 -1.599 -4.601
N 1.687 -1.737 6.161
C 0.422 -0.125 3.023
C 0.289 0.273 5.823
C -0.183 1.022 3.541
O -2.341 -3.266 -3.215
La 0.525 2.134 -0.786
N -1.167 2.212 5.448
O -2.876 2.266 1.135
O 0.177 -1.600 1.171
C 0.987 -0.824 5.294
H 2.256 0.853 -4.815
C 0.334 -0.413 1.558
H -1.515 1.147 -4.318
C -1.165 0.195 -4.738
O -3.000 2.081 -2.065
O -1.353 2.286 6.683
H 0.934 2.033 -4.710
O -2.202 -0.821 0.394
C -1.791 2.332 0.737
C -1.892 2.171 -1.743
*
```

=====

[3]
This record from the Open Molecules 2025 dataset describes a structure of composition C15H12MoN3OSSe2 at a distorted geometry. The level of theory is ωB97M-V/def2-TZVPD.

Properties
M   536.2 g/mol
Largest force on an atom   1.6 eV/A
E_LUMO (alpha / beta)   -16.39 / -15.92 eV

ORCA input file:
```
! wB97M-V def2-TZVPD RIJCOSX def2/J DEFGRID3
* xyz 4 2
C -1.306 -3.984 -2.004
N -1.043 -1.704 -1.404
H 3.696 -1.321 4.413
H -1.776 5.724 0.285
C -1.985 -1.391 -2.322
C -2.349 3.646 0.150
C -1.428 4.712 0.113
N -0.531 2.142 -0.316
H 1.213 -1.226 4.209
H -1.011 -5.015 -1.857
C -2.262 -3.640 -2.946
C 3.243 -1.072 3.460
C 1.303 -0.703 2.139
H 0.028 -3.233 -0.477
Mo -0.247 0.050 -0.490
C 4.061 -0.805 2.358
N 2.150 -0.446 1.115
C 3.500 -0.482 1.148
C -1.835 2.406 -0.072
H 1.380 2.936 -0.582
C -2.629 -2.291 -3.115
H -3.403 3.808 0.345
C -0.092 4.465 -0.153
H -3.375 -1.987 -3.839
H -2.730 -4.403 -3.559
H 5.141 -0.841 2.433
Se -2.805 0.748 -0.126
H 4.036 -0.257 0.235
H 0.627 5.273 -0.197
Se -2.173 0.506 -2.405
C -0.711 -2.999 -1.229
C 0.345 3.164 -0.369
C 1.853 -1.022 3.359
S -0.403 -0.634 1.757
O 1.517 -0.124 -0.055
*
```

=====

[4]
This record from the Open Molecules 2025 dataset describes a structure of composition C15H13AsN3O7PtS2. The level of theory is ωB97M-V/def2-TZVPD.

Properties
M   681.4 g/mol
Energy above the lowest of the compared OMol25 structures with the same formula, charge and spin   107.15 kJ/mol
Largest force on an atom   0.4 eV/A
E_LUMO   1.37 eV

ORCA input file:
```
! wB97M-V def2-TZVPD RIJCOSX def2/J DEFGRID3
* xyz -1 1
H -6.420 1.925 0.573
H 0.104 1.840 3.348
C 1.770 -1.364 -1.930
S -2.838 -1.050 -0.785
C 2.612 -1.146 -0.817
O -0.240 -0.173 4.797
H 4.715 -0.541 2.307
H -5.444 -0.177 -0.348
C -5.347 1.804 0.497
C 4.753 -0.664 0.177
O -2.087 -0.726 -1.995
H 0.110 -2.557 -1.964
C 4.493 -0.838 -2.306
H -2.450 3.440 1.171
C -3.114 2.658 0.835
N -1.193 1.245 0.204
C -4.486 2.808 0.924
H 4.066 -1.005 -4.381
H 1.648 -1.471 -4.044
As -1.074 -0.344 3.385
C 3.978 -0.881 -0.990
C 2.295 -1.313 -3.189
C -2.551 1.484 0.312
Pt 0.082 -1.445 0.409
N 2.042 -1.186 0.430
H -4.890 3.725 1.338
O -0.103 3.431 1.011
H 5.811 -0.454 0.080
H -0.297 -0.969 -2.042
C 4.154 -0.712 1.400
O 0.130 -1.141 2.359
S -0.035 1.970 0.899
O -1.961 -1.666 0.278
H 2.212 -1.001 2.433
C -4.812 0.635 -0.018
N 0.383 -1.633 -1.640
C -3.436 0.476 -0.110
O -0.577 1.555 2.718
C 3.669 -1.047 -3.376
C 2.770 -0.973 1.499
H 5.546 -0.631 -2.452
O -3.988 -1.891 -0.998
*
```

=====

[5]
This record from the Open Molecules 2025 dataset describes a structure of composition C15H13AsN4O14SW at a distorted geometry. The level of theory is ωB97M-V/def2-TZVPD.

Properties
M   764.1 g/mol
Energy above the lowest of the compared OMol25 structures with the same formula, charge and spin   0.00 kJ/mol
Largest force on an atom   1.9 eV/A
E_LUMO   -9.22 eV

ORCA input file:
```
! wB97M-V def2-TZVPD RIJCOSX def2/J DEFGRID3
* xyz 2 1
C -0.486 2.379 1.930
H -0.162 0.378 -4.075
H 0.452 -5.203 -1.273
O 1.592 -0.871 0.937
C 2.677 -2.849 -0.291
C -0.985 0.881 -3.563
O 1.133 3.802 0.856
C 3.774 -3.643 -0.024
H 0.427 4.579 -2.800
S 2.805 -1.161 0.056
O 4.079 -0.716 0.436
H 2.375 -6.630 -0.772
O 1.364 1.527 0.765
N -2.369 2.603 5.135
C 0.360 2.562 -2.484
C 3.659 -5.027 -0.208
O -0.611 -1.144 -0.089
C -2.607 1.268 1.660
H -1.877 0.858 -4.187
H 4.504 -5.669 -0.008
C 1.441 -3.364 -0.736
H 4.693 -3.202 0.333
N -0.650 2.273 -3.295
C 2.468 -5.561 -0.636
O -1.195 0.191 -2.351
O -1.005 1.539 -0.180
C -2.018 2.282 3.728
H 1.478 3.962 -1.560
O -1.522 3.177 5.777
N -3.579 0.527 0.823
H -3.887 1.273 3.399
W 0.445 0.298 -0.402
C -1.390 1.683 1.149
O -3.466 2.270 5.508
C 0.767 2.730 1.187
N 0.802 3.792 -2.295
O -1.342 -3.476 -1.556
As -0.016 -2.348 -1.562
O 2.175 -0.446 -1.210
O 0.974 1.607 -1.857
H -0.111 3.267 3.876
O -3.225 0.211 -0.309
O -4.632 0.253 1.318
H -1.715 -3.706 -0.690
C -2.938 1.575 2.976
C -0.788 2.712 3.241
H -1.138 3.010 -3.783
H -2.093 0.286 -1.983
C 1.362 -4.738 -0.911
*
```

=====

[6]
This record from the Open Molecules 2025 dataset describes a structure of composition C15H13BBrCrN7O2. The level of theory is ωB97M-V/def2-TZVPD.

Properties
M   466.0 g/mol
Largest force on an atom   0.3 eV/A
E_LUMO (alpha / beta)   -4.10 / -3.87 eV

ORCA input file:
```
! wB97M-V def2-TZVPD RIJCOSX def2/J DEFGRID3
* xyz 1 4
C -1.284 0.663 2.275
B -2.141 0.868 -1.252
H 4.114 -2.321 2.544
H 1.472 2.605 -3.792
H 4.011 1.989 2.447
H 2.364 0.760 -1.981
H -1.157 -3.580 -1.041
H -3.631 2.344 0.764
H -4.083 -0.835 -2.613
C 3.612 1.017 2.200
N 1.890 -0.243 1.130
C -0.463 2.132 -2.831
C 2.433 0.928 1.470
Br 1.578 2.525 0.971
N -0.778 1.282 -1.849
N -2.308 -0.644 -1.508
C 2.510 -1.374 1.537
H -3.033 1.502 -1.715
N -1.102 0.393 0.979
C -2.364 1.522 2.423
C 1.361 1.118 -2.152
O 2.303 -3.733 1.427
H -2.767 1.920 3.336
N -1.386 -1.501 -1.013
N -2.044 1.062 0.281
O 0.698 -2.479 0.490
H -0.638 0.229 3.021
H -1.228 2.727 -3.302
Cr 0.176 -0.756 -0.004
C 1.834 -2.670 1.140
N 0.339 0.651 -1.429
C 0.900 2.055 -3.067
C -1.757 -2.738 -1.348
C -2.946 -2.689 -2.066
C -2.812 1.748 1.132
C 4.242 -0.148 2.596
C 3.679 -1.373 2.262
H 5.163 -0.099 3.160
H -3.503 -3.514 -2.471
C -3.253 -1.341 -2.150
*
```

=====

Copy entry 4 word for word.
This record from the Open Molecules 2025 dataset describes a structure of composition C15H13AsN3O7PtS2. The level of theory is ωB97M-V/def2-TZVPD.

Properties
M   681.4 g/mol
Energy above the lowest of the compared OMol25 structures with the same formula, charge and spin   107.15 kJ/mol
Largest force on an atom   0.4 eV/A
E_LUMO   1.37 eV

ORCA input file:
```
! wB97M-V def2-TZVPD RIJCOSX def2/J DEFGRID3
* xyz -1 1
H -6.420 1.925 0.573
H 0.104 1.840 3.348
C 1.770 -1.364 -1.930
S -2.838 -1.050 -0.785
C 2.612 -1.146 -0.817
O -0.240 -0.173 4.797
H 4.715 -0.541 2.307
H -5.444 -0.177 -0.348
C -5.347 1.804 0.497
C 4.753 -0.664 0.177
O -2.087 -0.726 -1.995
H 0.110 -2.557 -1.964
C 4.493 -0.838 -2.306
H -2.450 3.440 1.171
C -3.114 2.658 0.835
N -1.193 1.245 0.204
C -4.486 2.808 0.924
H 4.066 -1.005 -4.381
H 1.648 -1.471 -4.044
As -1.074 -0.344 3.385
C 3.978 -0.881 -0.990
C 2.295 -1.313 -3.189
C -2.551 1.484 0.312
Pt 0.082 -1.445 0.409
N 2.042 -1.186 0.430
H -4.890 3.725 1.338
O -0.103 3.431 1.011
H 5.811 -0.454 0.080
H -0.297 -0.969 -2.042
C 4.154 -0.712 1.400
O 0.130 -1.141 2.359
S -0.035 1.970 0.899
O -1.961 -1.666 0.278
H 2.212 -1.001 2.433
C -4.812 0.635 -0.018
N 0.383 -1.633 -1.640
C -3.436 0.476 -0.110
O -0.577 1.555 2.718
C 3.669 -1.047 -3.376
C 2.770 -0.973 1.499
H 5.546 -0.631 -2.452
O -3.988 -1.891 -0.998
*
```

=====

Number 6 is which compound?
C15H13BBrCrN7O2